This record from OMol25 describes a 2-piece molecular cluster, C10H13NO3P overall in a non-equilibrium geometry. The level of theory is ωB97M-V/def2-TZVPD.

Each line ends with the Löwdin spin population.
Cartesian coordinates (Å):
C  -0.592  -0.676  2.940  0.00
C  0.068  1.348  1.866  0.00
C  -0.434  -1.299  1.708  0.01
C  0.372  0.636  0.681  0.02
C  -0.400  0.727  3.085  0.01
C  0.093  -0.674  0.602  0.05
C  1.943  0.229  -3.315  0.36
C  -0.622  1.604  4.242  0.00
C  -1.537  -0.338  -2.701  0.10
C  -0.871  -1.488  -2.029  0.57
N  -1.452  1.002  5.159  0.00
O  2.893  -2.199  -2.598  0.12
O  -0.376  2.811  4.328  0.00
O  0.372  -1.860  -2.320  0.24
P  1.849  -1.173  -2.291  0.36
H  -0.837  -1.116  3.869  0.00
H  0.404  2.432  1.870  0.00
H  -0.667  -2.374  1.786  0.00
H  0.788  1.042  -0.219  0.00
H  3.001  0.373  -3.528  0.02
H  1.496  1.172  -2.962  0.02
H  -0.888  0.524  -2.672  0.01
H  -1.773  -0.494  -3.873  0.05
H  -2.608  -0.146  -2.298  0.00
H  -1.406  -2.292  -1.602  0.03
H  0.383  -1.316  -0.266  0.04
H  -1.452  0.053  5.273  0.00
H  -1.327  1.374  6.138  0.00

Computed properties:
**Energy above the lowest of the compared OMol25 structures with the same formula, charge and spin**: 24.8 kJ/mol
**Charge**: -1
**Multiplicity**: 3
**HOMO level (alpha / beta)**: -1.98 / -3.52 eV
**Lowest unoccupied orbital energy (alpha / beta)**: 2.664 / 2.659 eV
**Expectation value of S²**: 2.0107
**Frontier orbital gap (alpha / beta)**: 4.6 / 6.2 eV
**Largest force on an atom**: 4.72 eV/A

This record from OMol25 describes one molecule with the formula HNO5 in a non-equilibrium geometry. The level of theory is ωB97M-V/def2-TZVPD.

Each line ends with the Mulliken charge.
Cartesian coordinates (Å):
N  -1.129  0.418  0.029  1.19
O  -0.538  -0.944  0.193  -0.16
O  -2.267  0.493  0.273  -0.55
O  0.663  -0.881  -0.485  -0.06
O  -0.333  1.179  -0.294  -0.52
O  1.709  -0.543  0.365  -0.27
H  1.896  0.278  -0.081  0.36

Computed properties:
**SMILES string**: O=[N+]([O-])OOO
**Energy above the lowest of the compared OMol25 structures with the same formula, charge and spin**: 0.0 kJ/mol
**Charge**: 0
**HOMO level**: -11.48 eV
**Lowest unoccupied orbital energy**: 0.270 eV
**Frontier orbital gap**: 11.7 eV
**Largest force on an atom**: 3.89 eV/A

This record from OMol25 describes a 2-piece molecular cluster, CO3PS overall in a non-equilibrium geometry. The level of theory is ωB97M-V/def2-TZVPD.

Each line ends with the Mulliken charge.
Cartesian coordinates (Å):
C  1.433  0.568  -0.144  0.62
O  1.475  -0.234  -0.960  -0.38
O  1.762  1.231  0.740  -0.42
O  -1.588  -1.868  0.751  -0.46
P  -2.097  -0.772  -0.104  0.22
S  -0.985  1.076  -0.283  -0.58

Computed properties:
**Energy above the lowest of the compared OMol25 structures with the same formula, charge and spin**: 21.9 kJ/mol
**Charge**: -1
**HOMO level**: -3.97 eV
**Lowest unoccupied orbital energy**: 3.842 eV
**Frontier orbital gap**: 7.8 eV
**Largest force on an atom**: 3.03 eV/A

This record from OMol25 describes C19H23NS2Ti as an isolated structure in a non-equilibrium geometry. The level of theory is ωB97M-V/def2-TZVPD.

Each line ends with the Mulliken charge.
Cartesian coordinates (Å):
Ti  8.045  12.079  5.923  -0.09
C  10.315  11.205  8.021  -2.14
C  8.973  11.823  7.785  0.77
C  8.917  13.261  7.534  0.76
C  10.200  14.016  7.335  -1.53
C  7.681  13.855  7.107  1.01
C  7.535  15.314  6.752  -1.81
C  6.484  12.992  6.904  0.96
C  5.262  13.517  6.279  -1.24
C  6.495  11.667  7.449  0.96
C  5.321  10.787  7.307  -2.75
C  7.718  11.148  8.036  1.27
C  7.782  9.846  8.751  -1.88
H  10.961  11.340  7.159  0.36
H  10.165  10.122  8.161  0.48
H  10.699  11.598  8.974  0.45
H  10.882  14.003  8.224  0.33
H  9.955  15.050  7.187  0.45
H  10.685  13.584  6.449  0.24
H  7.922  15.444  5.709  0.33
H  8.197  15.980  7.332  0.44
H  6.508  15.685  6.799  0.32
H  4.442  12.850  6.567  0.35
H  5.299  13.464  5.176  0.25
H  5.080  14.525  6.713  0.41
H  5.185  10.567  6.238  0.46
H  4.393  11.268  7.639  0.53
H  5.401  9.882  7.871  0.37
H  8.637  9.742  9.369  0.52
H  7.808  9.073  7.983  0.46
H  6.855  9.620  9.367  0.41
S  9.333  12.652  3.440  -0.17
C  9.536  11.033  4.001  0.52
N  8.541  10.400  4.669  -0.37
C  8.854  8.998  4.936  0.16
C  7.968  8.069  5.391  -0.92
C  8.583  6.839  5.722  -0.25
C  9.937  6.589  5.537  -0.74
C  10.731  7.523  4.861  -0.42
C  10.181  8.765  4.565  0.87
S  10.878  9.961  3.638  -0.12
H  7.018  8.388  5.760  0.55
H  7.948  6.018  6.105  0.40
H  10.438  5.730  6.048  0.40
H  11.756  7.249  4.618  0.41
H  10.620  13.101  3.710  0.26

Computed properties:
**Energy above the lowest of the compared OMol25 structures with the same formula, charge and spin**: 0.0 kJ/mol
**Charge**: +2
**HOMO level (alpha / beta)**: -14.94 / -14.95 eV
**Lowest unoccupied orbital energy (alpha / beta)**: -7.624 / -7.632 eV
**Frontier orbital gap (alpha / beta)**: 7.3 / 7.3 eV
**Largest force on an atom**: 3.93 eV/A